[1]
Here is a molecular structure, C26H17GeHgN2S2 from the OMol25 dataset. Energies are from the ωB97M-V functional and the def2-TZVPD basis.

Positions of all 49 atoms, in Å:
Hg1 1.8647 -0.9568 -0.5235
S1 4.1276 -0.0698 -0.9002
C1 4.1130 0.9658 0.5264
C2 4.8125 2.1685 0.4490
C3 4.8601 3.0696 1.5040
C4 5.6083 4.2882 1.3642
N1 6.2192 5.2562 1.2472
C5 4.1645 2.7694 2.6817
C6 3.4720 1.5730 2.7747
C7 3.4462 0.6344 1.7347
S2 2.6110 -0.8714 2.0017
C8 4.1510 3.6817 3.7941
N2 4.1333 4.3965 4.6951
H1 5.3323 2.4106 -0.4685
H2 2.9334 1.3439 3.6844
C9 -2.3998 2.0899 -3.9778
C10 -1.4502 1.1465 -4.3486
C11 -0.9253 0.2816 -3.3995
C12 -1.3430 0.3322 -2.0685
C13 -2.2969 1.2841 -1.7127
C14 -2.8217 2.1572 -2.6586
Ge1 -0.5973 -0.9037 -0.7505
C15 -1.2500 -0.3536 1.0093
C16 -0.8386 0.8729 1.5345
C17 -1.2234 1.2747 2.8042
C18 -2.0234 0.4449 3.5791
C19 -2.4353 -0.7794 3.0756
C20 -2.0504 -1.1743 1.7991
C21 -1.3616 -2.6752 -1.1411
C22 -0.9246 -3.7931 -0.4265
C23 -1.3978 -5.0638 -0.7188
C24 -2.3137 -5.2447 -1.7480
C25 -2.7574 -4.1471 -2.4696
C26 -2.2863 -2.8748 -2.1640
H3 -2.8028 2.7752 -4.7134
H4 -1.1123 1.0919 -5.3763
H5 -0.1723 -0.4401 -3.6995
H6 -2.6369 1.3455 -0.6851
H7 -3.5604 2.8920 -2.3618
H8 -0.1893 1.5219 0.9543
H9 -0.8848 2.2261 3.1955
H10 -2.3153 0.7490 4.5768
H11 -3.0545 -1.4333 3.6781
H12 -2.3815 -2.1345 1.4190
H13 -0.1993 -3.6709 0.3726
H14 -1.0468 -5.9155 -0.1488
H15 -2.6743 -6.2374 -1.9882
H16 -3.4727 -4.2786 -3.2728
H17 -2.6493 -2.0256 -2.7329

**Max |F|**: 0.5 eV/A
**Highest occupied orbital energy**: -4.5 eV
**Net charge**: -1

natural (NBO) population analysis, charges in e, atoms 1 to 8: 1.013 -0.418 -0.179 -0.180 -0.175 0.309 -0.351 -0.184

---

[2]
Here is 15 unconnected molecules or ions with the total composition C23H76O15 in a non-equilibrium geometry from the OMol25 dataset. Energies are from the ωB97M-V functional and the def2-TZVPD basis.

Positions of all 114 atoms, in Å:
C1 6.9010 -2.7951 1.4065
O1 8.2373 -3.2136 1.3107
H1 6.5723 -2.3810 0.4533
H2 6.3381 -3.7104 1.5893
H3 6.6959 -2.0535 2.1786
H4 8.7188 -2.4849 0.9124
C2 -4.5263 -3.0791 2.1826
O2 -5.6261 -2.5681 2.9079
H5 -3.6312 -3.0182 2.8017
H6 -4.6195 -4.1587 2.0648
H7 -4.3830 -2.6915 1.1740
H8 -6.4000 -3.0580 2.6204
C3 -6.2061 -4.6601 -3.0018
O3 -5.0677 -3.8293 -3.1717
H9 -5.9978 -5.5577 -3.5841
H10 -6.3177 -5.0395 -1.9861
H11 -7.0974 -4.0733 -3.2241
H12 -5.4278 -2.9451 -3.0712
C4 -1.6866 0.9220 -6.5139
O4 -2.9049 1.3486 -7.1326
H13 -1.0671 0.2668 -7.1264
H14 -1.1251 1.8458 -6.3750
H15 -1.8741 0.4286 -5.5602
H16 -3.2031 0.7142 -7.7885
C5 1.3205 -7.1938 -0.1465
O5 0.7358 -6.6124 1.0118
H17 0.5748 -7.1997 -0.9414
H18 2.1897 -6.6833 -0.5612
H19 1.6554 -8.2070 0.0756
H20 0.9361 -5.6754 0.9530
C6 3.2318 -5.3273 -5.5040
O6 2.3491 -4.1903 -5.5324
H21 3.2522 -5.7457 -4.4978
H22 2.8303 -6.0541 -6.2101
H23 4.2613 -5.0588 -5.7413
H24 1.4882 -4.5668 -5.3357
C7 4.2856 4.4028 5.1584
O7 3.1395 3.6938 4.7633
H25 4.6757 4.1827 6.1522
H26 5.0598 4.0820 4.4614
H27 4.2618 5.4869 5.0480
H28 2.7925 4.1437 3.9895
C8 2.7423 4.4380 -3.3339
O8 2.1549 5.6313 -2.9247
H29 1.9719 3.6690 -3.2783
H30 3.1648 4.5754 -4.3293
H31 3.5824 4.0867 -2.7348
H32 1.6306 5.9395 -3.6675
C9 -2.3830 -6.8145 -5.6013
O9 -1.5624 -5.9997 -4.7730
H33 -1.8449 -7.2296 -6.4534
H34 -2.8257 -7.6876 -5.1220
H35 -3.2468 -6.2944 -6.0155
H36 -2.1173 -5.4238 -4.2419
C10 0.5025 7.0952 2.0440
O10 0.7919 5.8363 1.5681
H37 1.2708 7.8211 1.7776
H38 -0.4075 7.4212 1.5402
H39 0.3004 7.0993 3.1151
H40 0.8957 5.7812 0.6153
C11 5.4011 -0.3937 -3.6566
O11 4.0153 -0.3571 -3.8174
H41 5.8964 -0.4247 -4.6270
H42 5.7209 0.5020 -3.1240
H43 5.7158 -1.3301 -3.1958
H44 3.7494 -1.1094 -4.3511
C12 4.4482 -0.5086 7.5190
C13 2.9556 -0.6597 7.1535
C14 2.1572 0.2484 8.0571
O12 2.6968 -0.2864 5.8879
H45 5.0195 -1.2113 6.9124
H46 4.5899 -0.7750 8.5664
H47 4.8376 0.5060 7.4356
H48 2.6564 -1.6831 7.3801
H49 1.0924 0.0182 8.0224
H50 2.3643 1.3144 7.9626
H51 2.3591 0.0988 9.1177
H52 2.7165 0.6696 5.8016
C15 1.3535 -0.0772 0.3504
C16 0.4466 -1.3181 0.5039
C17 0.2385 -2.1278 -0.7716
O13 1.0207 -2.1673 1.4558
H53 1.0614 0.4526 -0.5563
H54 2.4065 -0.3525 0.2913
H55 1.1461 0.5498 1.2175
H56 -0.5197 -0.9531 0.8520
H57 -0.5308 -2.8980 -0.7167
H58 1.1978 -2.4930 -1.1382
H59 -0.0203 -1.4661 -1.5981
H60 1.2656 -1.6292 2.2121
C18 -4.1715 3.8558 3.4107
C19 -3.9835 2.3409 3.6108
C20 -2.9857 2.0580 4.7003
O14 -5.2061 1.9065 4.0776
H61 -4.6671 4.3570 4.2421
H62 -4.7021 3.9381 2.4621
H63 -3.2337 4.3832 3.2362
H64 -3.6727 1.9066 2.6605
H65 -2.8250 0.9921 4.8620
H66 -3.2498 2.4636 5.6770
H67 -2.0107 2.4740 4.4465
H68 -5.1709 0.9531 3.9705
C21 -5.3131 5.9635 -2.6133
C22 -4.3285 5.0673 -3.3750
C23 -3.2202 4.5019 -2.4828
O15 -5.0245 3.9715 -3.9012
H69 -6.1070 6.3339 -3.2618
H70 -4.8037 6.8691 -2.2839
H71 -5.6122 5.5156 -1.6657
H72 -3.8024 5.6299 -4.1463
H73 -3.7119 4.0125 -1.6420
H74 -2.6718 5.3095 -1.9978
H75 -2.5159 3.8272 -2.9693
H76 -4.4312 3.5994 -4.5578

**Max |F|**: 3.6 eV/A
**Highest occupied orbital energy**: -9.8 eV
**Net charge**: 0
**Energy above the lowest of the compared OMol25 structures with the same formula, charge and spin**: 373.8 kJ/mol

Mulliken population analysis, charges in e, atoms 1 to 8: -0.384 -0.505 0.146 0.209 0.239 0.296 -0.574 -0.487

---

[3]
Here is a gas-phase ion, C7H13N2O4P (charge -2) in a non-equilibrium geometry from the OMol25 dataset. Energies are from the ωB97M-V functional and the def2-TZVPD basis.

Positions of all 27 atoms, in Å:
C1 2.5785 0.5345 -0.6740
C2 -2.9690 0.1814 0.2346
C3 -2.4828 0.1510 -1.2093
C4 -1.9736 0.9555 1.0928
C5 -1.1219 -0.5297 -1.2777
C6 -0.5941 0.3072 1.0371
C7 -0.0659 0.1814 -0.4029
N1 1.3858 -1.5608 0.4258
N2 1.1688 -0.5246 -0.5269
O1 4.2486 -1.5914 -0.1527
O2 5.2058 0.7834 -0.0420
O3 2.3075 1.5937 -1.1478
O4 3.4624 0.0319 1.6842
P1 4.0692 -0.1525 0.2912
H1 -3.9670 0.6342 0.2971
H2 -3.0422 -0.8447 0.6068
H3 -3.2093 -0.3732 -1.8436
H4 -2.3952 1.1757 -1.5803
H5 -1.9116 1.9844 0.7264
H6 -2.3298 0.9924 2.1299
H7 -1.1995 -1.5620 -0.9294
H8 -0.7529 -0.5516 -2.3053
H9 0.1246 0.8877 1.6183
H10 -0.6366 -0.6974 1.4641
H11 0.1064 1.1882 -0.8185
H12 1.8049 -1.1316 1.2616
H13 2.1889 -2.0630 0.0407

**Max |F|**: 3.4 eV/A
**Highest occupied orbital energy**: -0.1 eV
**Net charge**: -2
**Energy above the lowest of the compared OMol25 structures with the same formula, charge and spin**: 0.0 kJ/mol

natural (NBO) population analysis, charges in e, atoms 1 to 8: 0.389 -0.392 -0.397 -0.389 -0.402 -0.433 -0.067 -0.751